Entry 1:
Below is a structure of composition C13H19N at a distorted geometry, with properties calculated with ωB97M-V with the def2-TZVPD basis set.

Summary:
E_LUMO = 0.9 eV
relative energy (zero: lowest compared OMol25 entry of this formula, charge and spin) = 157.7 kcal/mol

The geometry in ORCA input format:
```
! RIJCOSX wB97M-V def2-TZVPD def2/J DEFGRID3
* xyz 0 1
N -0.634 1.441 -0.367
C -3.605 0.033 1.424
C -4.276 -0.878 -0.994
C 3.404 0.139 -0.248
C 1.022 -0.409 -0.023
C -3.229 -0.101 -0.122
C 1.367 -1.742 0.304
C -0.409 0.088 0.086
C -1.756 -0.802 -0.408
C 2.099 0.572 -0.221
C 1.842 2.146 -0.141
C 0.381 2.373 0.351
C 2.768 -2.149 0.309
C 3.683 -1.207 -0.059
H 0.671 -2.604 0.641
H 2.869 -3.347 0.337
H -4.201 -1.011 1.743
H 2.593 2.697 0.746
H -1.972 -1.716 0.151
H -5.252 -0.605 -0.414
H 0.347 2.407 1.366
H -2.720 0.438 2.201
H 0.209 3.361 -0.263
H 4.787 -1.448 0.090
H 4.232 0.763 -0.348
H -4.292 -0.834 -2.213
H -4.058 -1.941 -0.735
H -4.442 1.044 1.415
H -0.552 1.462 -1.523
H -1.768 -0.983 -1.638
H -3.176 0.873 -0.563
H 2.113 2.969 -1.178
H -0.701 0.018 1.206
*
```

---

Entry 2:
Below is a structure of composition C6H13F7IN6O7PS at a distorted geometry, with properties calculated with ωB97M-V with the def2-TZVPD basis set.

Summary:
E_LUMO = -1.1 eV

The geometry in ORCA input format:
```
! RIJCOSX wB97M-V def2-TZVPD def2/J DEFGRID3
* xyz 0 1
I 0.228 -2.391 -0.799
S 2.768 0.832 -1.137
P 0.523 0.039 -2.575
F 1.485 0.776 -6.022
F 2.994 2.981 -6.139
F 0.741 3.123 -3.613
F 1.384 4.307 -6.394
F -0.138 2.660 -5.467
F 2.544 4.383 -4.644
F 2.655 1.031 -4.292
O 1.958 -0.398 -1.983
O 0.524 0.294 -4.183
O -0.042 1.085 -1.764
O -0.423 -1.261 -2.392
O -2.888 3.359 1.176
O 2.742 -2.335 4.774
O -0.460 -3.235 2.058
N -2.530 2.270 -0.781
N -4.673 2.568 0.021
N 1.687 -1.397 6.550
N 0.715 -1.373 4.457
N -2.143 -3.917 3.413
N -0.051 -4.857 3.588
C 1.779 -1.741 5.227
C -0.858 -3.959 2.961
C 1.003 2.628 -4.792
C -3.328 2.772 0.203
C 1.423 1.144 -4.754
C 2.018 3.592 -5.527
H -2.764 -3.263 2.972
H 3.817 1.012 -1.974
H 0.907 -0.909 6.944
H -2.491 -4.496 4.153
H -5.061 2.089 -0.768
H -5.289 2.925 0.727
H -0.087 -0.887 4.811
H -1.538 2.395 -0.686
H 0.904 -4.909 3.281
H 0.748 -1.613 3.481
H 2.453 -1.654 7.143
H -0.357 -5.454 4.332
H -2.878 1.784 -1.584
*
```

---

Entry 3:
Below is a cluster of 12 separate species, C90H183N9O18 in total at a distorted geometry, with properties calculated with ωB97M-V with the def2-TZVPD basis set.

Summary:
SMILES string = CC1(C)CCCC(C)(C)N1O.CC1(C)CCCC(C)(C)N1O.CC1(C)CCCC(C)(C)N1O.CC1(C)CCCC(C)(C)N1O.CC1(C)CCCC(C)(C)N1O.CC1(C)CCCC(C)(C)N1O.CC1(C)CCCC(C)(C)N1O.CC1(C)CCCC(C)(C)N1O.CC1(C)CCCC(C)(C)N1O.O=C1OCCO1.O=C1OCCO1.O=C1OCCO1
E_LUMO = 0.0 eV

The geometry in ORCA input format:
```
! RIJCOSX wB97M-V def2-TZVPD def2/J DEFGRID3
* xyz 0 1
O -26.253 29.900 4.068
O -11.033 26.648 1.336
O -16.728 21.099 2.183
O -14.195 37.538 -5.892
O -12.881 27.681 1.472
O -31.686 32.569 -11.127
O -18.738 36.554 1.911
O -8.980 34.768 -1.314
O -15.646 38.776 -7.101
O -8.689 33.632 -3.258
O -11.058 28.622 2.469
O -20.203 32.330 -4.121
O -10.566 33.463 -1.926
O -13.448 38.465 -7.794
O -10.609 32.137 -14.652
O -20.933 37.500 -16.882
O -24.562 25.482 -8.199
O -25.957 43.683 -3.964
N -17.581 36.862 2.553
N -25.762 24.784 -8.367
N -31.374 33.644 -10.309
N -26.635 30.305 2.785
N -25.838 42.312 -3.650
N -17.973 20.520 2.248
N -10.912 31.682 -13.319
N -20.707 38.585 -16.014
N -20.147 31.738 -5.335
C -26.489 24.454 -7.092
C -8.672 32.666 -12.584
C -22.086 32.931 -6.214
C -12.302 37.847 -7.264
C -17.421 36.212 3.875
C -13.230 26.526 0.778
C -27.529 23.341 -7.417
C -20.913 40.255 -13.574
C -17.961 19.099 1.990
C -17.421 18.761 0.633
C -30.097 35.804 -10.067
C -30.427 34.768 -12.334
C -18.879 30.969 -5.520
C -27.290 25.716 -6.502
C -17.086 18.362 2.988
C -16.102 36.700 4.538
C -15.663 38.089 4.307
C -9.619 31.427 -12.606
C -27.019 31.763 2.799
C -31.629 33.433 -8.876
C -18.774 30.210 -6.934
C -18.728 21.731 0.114
C -26.600 30.042 0.326
C -33.044 32.989 -8.633
C -23.568 42.578 -2.693
C -12.143 31.863 -11.109
C -24.445 40.284 -3.295
C -26.573 42.036 -2.371
C -8.973 30.214 -13.347
C -31.488 34.817 -8.176
C -27.731 32.062 1.495
C -19.816 37.275 -14.120
C -24.061 41.781 -5.164
C -15.731 38.378 2.789
C -26.200 42.766 -1.067
C -12.886 37.036 -6.087
C -10.768 31.831 -10.382
C -13.280 31.920 -13.323
C -20.634 31.776 -7.779
C -12.027 32.354 -12.554
C -30.194 34.423 -10.840
C -26.409 24.992 -9.661
C -9.842 30.877 -11.096
C -9.346 33.915 -2.260
C -30.198 35.535 -8.580
C -26.646 40.503 -2.147
C -9.812 34.706 -0.183
C -14.562 38.300 -6.975
C -24.435 41.841 -3.687
C -25.255 39.810 -2.128
C -18.149 38.358 -15.653
C -25.855 32.792 2.903
C -21.856 40.452 -14.737
C -26.966 26.426 -9.824
C -19.832 33.889 -6.616
C -19.458 18.562 2.181
C -22.036 39.196 -15.597
C -19.110 22.714 2.410
C -24.427 29.998 1.573
C -18.585 36.586 4.830
C -26.034 28.061 1.805
C -30.740 32.354 -8.258
C -28.026 42.574 -2.516
C -22.733 39.711 -16.849
C -19.521 39.793 -14.153
C -11.132 34.119 -0.759
C -20.598 32.580 -6.426
C -28.867 33.691 -10.767
C -27.500 23.920 -9.855
C -19.585 38.484 -15.042
C -20.455 20.692 1.773
C -19.247 31.143 -8.078
C -17.477 34.639 3.647
C -17.035 38.320 0.653
C -11.878 33.857 -12.562
C -17.125 38.250 2.260
C -25.902 29.628 1.647
C -23.071 38.291 -14.794
C -20.582 19.256 1.392
C -25.345 24.863 -10.853
C -18.739 29.863 -4.475
C -28.421 23.661 -8.620
C -19.011 21.346 1.677
C -25.457 23.857 -6.128
C -28.095 31.886 3.966
C -26.931 31.524 0.178
C -11.625 27.734 1.790
C -18.020 39.397 2.773
C -17.573 31.825 -5.310
C -12.024 25.638 1.036
H -28.693 31.556 1.572
H -18.720 37.645 5.051
H -12.764 34.268 -12.080
H -18.468 34.193 3.566
H -15.423 35.949 4.135
H -30.936 36.424 -10.384
H -26.108 43.675 -4.912
H -28.345 33.759 -9.813
H -17.498 38.336 -14.779
H -20.475 19.226 0.308
H -28.144 43.654 -2.426
H -9.331 34.112 0.594
H -13.315 32.472 -14.263
H -27.737 26.645 -9.086
H -24.089 42.750 -5.661
H -24.756 24.551 -5.666
H -23.542 42.109 -1.709
H -25.327 42.341 -0.570
H -23.935 24.757 -8.249
H -9.103 33.513 -12.049
H -18.008 38.417 0.170
H -19.704 29.430 -4.211
H -16.508 21.344 3.085
H -8.812 30.407 -14.408
H -16.664 31.320 -4.984
H -17.107 17.288 2.802
H -25.251 38.729 -1.992
H -17.695 21.947 -0.159
H -18.184 29.013 -4.872
H -11.715 25.001 0.207
H -12.581 30.867 -11.043
H -11.741 37.213 -7.951
H -22.369 33.536 -7.076
H -28.166 25.997 -7.088
H -27.233 26.689 -10.848
H -18.137 23.157 2.626
H -14.631 38.202 4.640
H -30.964 31.522 -8.925
H -22.972 37.246 -15.087
H -10.252 29.867 -11.051
H -29.828 35.650 -12.563
H -16.067 18.748 2.986
H -19.085 39.267 2.582
H -23.743 40.041 -16.608
H -9.873 35.646 0.365
H -14.954 37.789 2.301
H -25.175 32.884 2.056
H -29.056 22.802 -8.840
H -27.985 24.131 -10.807
H -26.252 33.787 3.102
H -18.569 31.884 -8.504
H -17.985 19.126 -0.226
H -29.667 32.547 -8.233
H -26.972 42.846 -0.302
H -23.056 38.329 -13.705
H -27.095 27.811 1.790
H -21.310 30.921 -7.812
H -25.968 23.454 -5.253
H -24.501 25.548 -10.767
H -33.788 33.665 -9.054
H -33.219 32.793 -7.575
H -16.320 38.736 4.887
H -20.866 41.138 -12.936
H -20.940 31.947 -3.639
H -19.685 18.545 3.247
H -18.987 40.687 -14.475
H -25.260 32.610 3.798
H -19.518 17.519 1.871
H -20.891 20.838 2.761
H -26.933 22.458 -7.650
H -22.635 31.993 -6.128
H -25.916 43.790 -1.312
H -25.421 27.446 1.146
H -16.182 36.671 5.625
H -14.259 32.127 -12.893
H -26.948 23.045 -10.198
H -17.942 39.232 -16.270
H -21.547 18.759 1.489
H -30.160 36.480 -8.038
H -11.469 33.533 0.096
H -20.044 34.636 -5.850
H -9.547 29.288 -13.303
H -12.704 35.963 -6.130
H -23.883 43.606 -2.512
H -17.972 37.527 -16.337
H -22.783 40.897 -14.374
H -14.164 26.149 1.194
H -24.705 40.141 -1.247
H -27.609 25.393 -5.511
H -16.972 34.364 2.721
H -21.436 41.255 -15.342
H -8.491 33.017 -13.600
H -16.670 37.404 0.188
H -27.308 40.117 -2.922
H -8.933 30.908 -10.496
H -18.940 20.861 -0.507
H -23.441 39.915 -3.081
H -16.390 39.138 0.334
H -25.444 30.390 4.234
H -19.743 23.381 1.825
H -27.655 31.893 4.963
H -21.351 36.795 -16.383
H -24.108 38.483 -15.070
H -28.744 31.013 4.045
H -24.960 23.861 -11.038
H -31.492 34.647 -7.100
H -22.835 38.895 -17.564
H -19.454 30.522 -8.949
H -23.912 29.630 0.686
H -17.877 32.522 -4.528
H -33.203 32.016 -9.098
H -11.653 38.587 -6.797
H -19.354 22.564 -0.205
H -16.413 19.133 0.452
H -17.445 17.719 0.313
H -28.597 32.850 3.878
H -21.129 21.267 1.138
H -28.386 42.332 -3.516
H -25.685 27.775 2.797
H -28.803 42.245 -1.826
H -17.313 32.403 -6.197
H -23.052 41.404 -5.333
H -12.264 37.400 -5.270
H -18.749 33.769 -6.595
H -18.433 36.121 5.804
H -12.188 24.951 1.867
H -22.209 40.558 -17.294
H -25.981 32.038 0.031
H -25.975 29.809 -0.535
H -10.920 31.419 -15.209
H -13.307 26.648 -0.303
H -26.615 26.564 -6.391
H -29.056 32.633 -10.945
H -18.003 39.588 3.846
H -28.172 23.039 -6.590
H -27.542 29.549 0.087
H -10.980 34.213 -12.056
H -12.755 32.515 -10.486
H -10.833 31.622 -9.314
H -19.731 36.348 -14.687
H -7.697 32.489 -12.130
H -16.983 34.159 4.492
H -29.046 24.500 -8.316
H -28.185 34.041 -11.543
H -18.997 37.261 -13.401
H -24.061 29.654 2.541
H -18.521 36.591 0.977
H -31.447 35.153 -12.369
H -20.834 32.455 -8.608
H -22.300 33.503 -5.312
H -24.666 41.041 -5.687
H -25.951 25.108 -11.725
H -19.449 29.355 -6.893
H -30.960 32.100 -7.221
H -26.113 27.014 -9.485
H -20.068 34.400 -7.549
H -27.029 40.335 -1.140
H -10.214 32.767 -10.317
H -7.959 30.013 -13.001
H -29.194 36.399 -10.207
H -24.657 39.660 -4.163
H -32.395 35.397 -8.350
H -27.476 31.730 -0.744
H -17.437 18.291 4.018
H -17.750 29.879 -7.108
H -20.779 37.305 -13.611
H -19.460 22.628 3.438
H -28.028 33.089 1.282
H -19.001 39.494 -13.243
H -22.514 42.668 -2.954
H -13.378 30.878 -13.627
H -21.239 39.453 -12.912
H -19.572 36.297 4.471
H -18.144 30.159 -3.611
H -24.780 23.143 -6.597
H -17.787 40.377 2.357
H -24.339 31.082 1.503
H -15.344 39.394 2.856
H -29.381 34.952 -8.155
H -32.539 32.883 -11.434
H -11.769 34.914 -1.148
H -11.620 34.191 -13.567
H -30.405 33.952 -13.056
*
```

---

Entry 4:
Below is a structure of composition C8H12Cl2MnN2O3SV at a distorted geometry, with properties calculated with ωB97M-V with the def2-TZVPD basis set.

Summary:
E_LUMO (alpha / beta) = -18.5 / -17.3 eV
<S²> = 12.44

The geometry in ORCA input format:
```
! RIJCOSX wB97M-V def2-TZVPD def2/J DEFGRID3
* xyz 4 7
Mn 1.274 5.191 -0.007
V 1.040 0.205 -0.294
Cl 2.397 1.332 -1.587
Cl 0.345 3.429 1.244
S 0.683 -0.329 1.815
O 1.806 7.161 2.220
O 1.268 6.818 -2.526
O -1.539 1.242 -1.346
N -1.475 -1.673 0.955
N 0.530 -2.117 -0.243
C 1.678 6.327 1.382
C 0.498 -3.536 -0.453
C 1.796 -1.532 -0.836
C 1.387 5.973 -1.730
C -0.148 -1.424 0.757
C -0.494 0.784 -1.053
C -2.217 -0.820 1.830
C -2.227 -2.284 -0.164
H 0.096 -3.758 -1.468
H 1.578 -0.668 -1.670
H 1.537 -3.894 -0.395
H -3.193 -1.242 1.956
H -2.321 0.160 1.426
H 2.320 -2.129 -1.504
H -1.926 -1.842 -1.163
H -0.113 -3.980 0.330
H -3.294 -2.069 0.009
H 2.507 -1.173 -0.041
H -2.077 -3.392 -0.210
H -1.716 -0.762 2.767
*
```

---

Entry 5:
Below is a cluster of 7 separate species, C18H37BCl12NO3 in total, with properties calculated with ωB97M-V with the def2-TZVPD basis set.

Summary:
E_LUMO (alpha / beta) = 0.3 / 0.3 eV
relative energy (zero: lowest compared OMol25 entry of this formula, charge and spin) = 3.6 kcal/mol
<S²> = 0.75

The geometry in ORCA input format:
```
! RIJCOSX wB97M-V def2-TZVPD def2/J DEFGRID3
* xyz 0 2
Cl 2.986 -0.730 4.972
Cl -3.841 -2.001 5.788
Cl -5.082 -2.867 -4.475
Cl 2.310 10.075 -2.182
Cl 1.102 -0.515 -4.770
Cl 1.712 7.541 -0.820
Cl 3.613 5.244 0.640
Cl -2.502 -4.019 -5.263
Cl 3.299 -1.778 -3.279
Cl -5.644 -1.161 3.628
Cl 5.313 -1.680 3.449
Cl 4.241 3.562 2.967
O 2.874 -0.427 0.827
O 1.286 1.820 1.914
O -1.747 -3.002 0.042
N -1.982 -1.781 -0.247
C -2.093 -0.830 0.904
C 0.973 1.218 -0.399
C -2.231 -1.632 2.198
C -1.915 -0.037 -2.033
C 2.401 -1.713 -4.803
C 0.190 -1.080 -1.029
C 4.220 -0.324 3.771
C 0.997 2.356 0.617
C -1.262 -1.294 -1.453
C -5.197 -2.453 4.748
C 0.404 -0.101 0.165
C -0.902 0.176 0.970
C 4.756 4.106 1.361
C 2.860 8.435 -1.825
C -4.225 -4.318 -5.013
C -1.322 -2.394 -2.512
C -3.409 -0.038 0.764
C 1.257 -1.983 2.032
B 1.537 -0.821 1.013
H 1.758 3.084 0.331
H -1.417 -2.334 2.343
H 3.405 -1.105 0.388
H -3.167 -2.190 2.169
H 0.599 -2.075 -0.817
H -4.658 -4.643 -5.951
H 4.831 3.236 0.719
H -1.009 -1.988 -3.475
H -4.330 -5.077 -4.247
H -4.905 -3.319 4.166
H 0.041 2.887 0.646
H -6.051 -2.671 5.376
H 3.799 8.498 -1.290
H 0.742 -0.697 -1.892
H -3.001 -0.135 -1.997
H -1.648 0.877 -1.508
H -1.286 1.158 0.686
H 0.374 1.535 -1.260
H 4.807 0.502 4.155
H 0.612 -1.607 2.830
H -4.226 -0.695 0.461
H -0.642 0.271 2.024
H 5.714 4.601 1.466
H -3.653 0.434 1.717
H 1.909 2.391 2.375
H -1.638 0.060 -3.082
H 2.184 -2.307 2.508
H -2.279 -0.921 3.024
H -2.349 -2.744 -2.612
H 1.980 1.039 -0.775
H -3.332 0.760 0.028
H -0.669 -3.228 -2.263
H 3.091 -1.444 -5.592
H 0.776 -2.856 1.582
H 3.723 -0.071 2.841
H 2.977 7.902 -2.761
H 1.961 -2.687 -4.980
*
```

---

Entry 6:
Below is a structure of composition C5H8N2, with properties calculated with ωB97M-V with the def2-TZVPD basis set.

Summary:
E_LUMO = 0.7 eV
relative energy (zero: lowest compared OMol25 entry of this formula, charge and spin) = 91.6 kcal/mol

The geometry in ORCA input format:
```
! RIJCOSX wB97M-V def2-TZVPD def2/J DEFGRID3
* xyz 0 1
N 0.742 -0.445 1.265
N -1.011 0.190 0.059
C -2.365 -0.021 -0.449
C 0.189 0.297 -0.904
C -0.542 -0.308 1.276
C 2.644 -0.044 -0.291
C 1.176 -0.043 0.005
H 3.065 -1.051 -0.192
H -3.101 0.288 0.297
H 3.186 0.606 0.405
H -2.473 0.569 -1.360
H -0.627 1.230 -0.221
H 2.819 0.308 -1.310
H -1.206 -0.500 2.111
H -2.495 -1.077 -0.692
*
```

---

In order of appearance, E_tot = -15272.972; -76957.150; -146545.412; -110449.059; -177843.810; -8291.024 eV.